i.
# C5H11NO2

One molecule with the formula C5H11NO2 (ωB97M-V with the def2-TZVPD basis set, OMol25).

```
! wB97M-V def2-TZVPD RIJCOSX def2/J DEFGRID3
* xyz 0 1
C -0.66 0.69 -1.53
C -0.21 0.42 -0.09
C -1.48 0.30 0.79
C -1.10 0.30 2.25
O -1.51 -0.48 3.07
N 0.46 -0.86 0.04
C 1.90 -0.94 -0.24
O 2.26 -0.01 -1.25
H 0.09 1.32 -2.01
H -0.62 -0.26 -2.07
H -1.65 1.12 -1.59
H 0.42 1.21 0.31
H -1.98 -0.60 0.47
H -2.17 1.14 0.68
H -0.41 1.12 2.55
H 0.13 -1.51 0.75
H 2.51 -0.67 0.60
H 2.05 -1.94 -0.63
H 1.97 -0.35 -2.10
*
```

Output
* frontier orbital gap: 9.81 eV
* SMILES string: C[C@@H](CC=O)NCO
* E_HOMO: -8.92 eV

---

ii.
# C5H11NO2

One molecule with the formula C5H11NO2 (ωB97M-V with the def2-TZVPD basis set, OMol25).

```
! wB97M-V def2-TZVPD RIJCOSX def2/J DEFGRID3
* xyz 0 1
C 1.14 -1.08 0.33
N 0.34 0.17 0.27
C -1.03 -0.01 -0.20
C -1.82 1.23 0.18
O -1.69 2.23 -0.81
C -1.13 -0.40 -1.67
O -0.80 -1.51 -2.01
C 2.42 -0.85 1.12
H 0.51 -1.86 0.75
H 1.42 -1.38 -0.68
H 0.88 0.79 -0.33
H -1.44 -0.84 0.39
H -1.45 1.57 1.15
H -2.88 1.07 0.43
H -1.21 3.01 -0.52
H -1.64 0.28 -2.37
H 2.40 -1.30 2.11
H 3.27 -1.33 0.63
H 2.69 0.21 1.22
*
```

Output
* frontier orbital gap: 9.50 eV
* SMILES string: CCN[C@H](C=O)CO
* E_HOMO: -8.78 eV

---

Relative energies, unit kJ/mol: i 0.0; ii 21.6

---

i.
# C5H11NO2

C5H11NO2 as an isolated structure (ωB97M-V with the def2-TZVPD basis set, OMol25).

```
! wB97M-V def2-TZVPD RIJCOSX def2/J DEFGRID3
* xyz 0 1
C 0.85 1.29 0.32
C 1.67 0.51 -0.40
C -1.36 -0.59 -0.23
C 0.81 1.28 1.82
C -1.82 -0.21 -1.59
O 0.19 -1.53 -0.52
N 0.47 -2.50 0.32
O 1.63 -2.86 0.33
H 0.19 1.99 -0.18
H 1.74 0.60 -1.47
H 2.34 -0.19 0.06
H -1.40 0.19 0.52
H -1.82 -1.48 0.19
H 1.30 0.40 2.22
H 1.31 2.17 2.22
H -0.22 1.30 2.20
H -1.37 0.72 -1.93
H -1.59 -0.99 -2.31
H -2.91 -0.09 -1.58
*
```

Output
* frontier orbital gap: 9.30 eV
* E_HOMO: -8.94 eV

---

ii.
# C5H11NO2

C5H11NO2 as an isolated structure (ωB97M-V with the def2-TZVPD basis set, OMol25).

```
! wB97M-V def2-TZVPD RIJCOSX def2/J DEFGRID3
* xyz 0 1
O -2.59 0.19 2.19
C -2.25 -0.19 -0.67
O -2.16 -0.58 -1.96
C -0.97 -0.18 0.21
C 0.20 -0.71 -0.06
C 0.48 0.14 -1.11
C 1.50 1.21 -0.73
N 3.05 -0.50 0.56
H -3.06 -0.69 -0.12
H -1.39 0.10 1.18
H -2.68 0.83 -0.58
H 2.46 0.56 -0.18
H 0.76 -1.49 0.34
H -3.28 -0.06 2.89
H 0.01 -0.25 -2.03
H 1.66 1.98 -1.49
H 1.12 1.49 0.26
H 3.75 -0.52 1.23
H 3.38 -1.32 0.06
*
```

Output
* frontier orbital gap: 4.40 eV
* E_HOMO: -8.54 eV

---

Relative energies, unit kJ/mol: i 0.0; ii 859.5

---

i.
# C5H11NO2

One molecule with the formula C5H11NO2 (ωB97M-V with the def2-TZVPD basis set, OMol25).

```
! wB97M-V def2-TZVPD RIJCOSX def2/J DEFGRID3
* xyz 0 1
C 1.38 0.58 1.55
N 0.00 0.16 1.37
C -0.52 -0.11 0.03
C 0.18 0.56 -1.15
C -0.72 1.24 -2.15
O -1.41 2.18 -1.81
C -0.54 -1.64 -0.19
O -0.89 -2.33 1.00
H 2.01 -0.28 1.36
H 1.47 0.91 2.58
H 1.61 1.40 0.89
H -0.70 0.66 1.90
H -1.56 0.18 0.04
H 0.87 -0.12 -1.61
H 0.84 1.38 -0.88
H -0.70 0.98 -3.22
H 0.45 -1.98 -0.52
H -1.30 -1.97 -0.90
H -0.48 -1.80 1.71
*
```

Output
* frontier orbital gap: 10.05 eV
* SMILES string: CN[C@H](CO)CC=O
* E_HOMO: -9.22 eV

---

ii.
# C5H11NO2

C5H11NO2 as an isolated structure (ωB97M-V with the def2-TZVPD basis set, OMol25).

```
! wB97M-V def2-TZVPD RIJCOSX def2/J DEFGRID3
* xyz 0 1
C -1.77 -0.60 0.06
C 1.06 0.58 -0.01
C 0.73 -1.71 1.16
C 0.90 1.33 -1.32
N -1.74 0.53 0.80
C 0.20 -0.98 -0.07
O -1.85 1.67 0.06
O 0.30 -1.49 -1.19
H -1.87 2.40 0.70
H -2.28 -1.42 0.54
H -1.80 -0.55 -1.03
H 2.07 0.17 0.06
H 0.88 1.18 0.88
H 0.26 -2.70 1.21
H 1.81 -1.87 1.06
H 0.55 -1.13 2.06
H 1.10 0.67 -2.16
H 1.56 2.20 -1.35
H -0.12 1.71 -1.45
*
```

Output
* frontier orbital gap (spin up / spin down): 7.83 / 7.83 eV
* E_HOMO (spin up / spin down): -8.53 / -8.53 eV

---

iii.
# C5H11NO2

One molecule with the formula C5H11NO2 (ωB97M-V with the def2-TZVPD basis set, OMol25).

```
! wB97M-V def2-TZVPD RIJCOSX def2/J DEFGRID3
* xyz 0 1
C 0.91 -0.67 0.50
C -1.20 0.43 -0.48
C -1.92 0.57 0.86
C 0.26 0.58 -0.38
N 2.34 -0.66 0.35
C 1.04 1.55 -0.82
O 0.33 -1.94 0.24
O -1.62 -0.67 -1.22
H 0.48 -2.16 -0.69
H -1.63 -1.44 -0.64
H 0.68 -0.48 1.56
H -1.46 1.39 -1.16
H 2.78 -1.35 0.94
H 2.60 -0.83 -0.62
H -2.99 0.66 0.69
H -1.74 -0.32 1.47
H -1.56 1.45 1.39
H 2.10 1.54 -0.62
H 0.63 2.37 -1.38
*
```

Output
* frontier orbital gap: 10.50 eV
* SMILES string: C=C([C@H](C)O)[C@H](N)O
* E_HOMO: -9.65 eV

---

Relative energies, unit kJ/mol: i 9.8; ii 349.0; iii 0.0

---

i.
# C5H11NO2

A 2-piece molecular cluster, C5H11NO2 overall (ωB97M-V with the def2-TZVPD basis set, OMol25).

```
! wB97M-V def2-TZVPD RIJCOSX def2/J DEFGRID3
* xyz 0 1
C -0.18 1.63 1.82
C 0.21 -1.93 0.93
C 0.35 -0.44 0.84
N -0.61 0.33 1.34
H 1.38 -0.06 0.79
H 0.18 1.51 2.84
H -1.04 2.31 1.83
H 0.61 2.06 1.21
H -0.84 -2.23 0.86
H 0.75 -2.39 0.10
H 0.65 -2.30 1.86
C 0.68 0.37 -2.18
C -0.54 0.26 -1.32
O -1.23 -0.88 -1.59
O -1.21 1.29 -0.97
H -2.10 -0.75 -1.17
H 1.40 1.03 -1.70
H 0.39 0.80 -3.14
H 1.13 -0.61 -2.34
*
```

Output
* frontier orbital gap: 9.85 eV
* SMILES string: C/C=N/C.CC(=O)O
* E_HOMO: -9.62 eV

---

ii.
# C5H11NO2

A 2-piece molecular cluster, C5H11NO2 overall (ωB97M-V with the def2-TZVPD basis set, OMol25).

```
! wB97M-V def2-TZVPD RIJCOSX def2/J DEFGRID3
* xyz 0 1
C 0.87 0.68 -0.19
C 1.75 0.24 0.92
C 1.48 0.66 -1.58
H 0.31 1.59 0.01
H 0.00 -0.22 -0.28
H 1.55 0.76 1.85
H 0.74 0.88 -2.35
H 2.28 1.41 -1.65
H 1.53 -0.85 1.12
H 2.81 0.30 0.68
H 1.92 -0.31 -1.79
C -2.53 0.11 0.12
C -1.86 -1.09 0.74
N -0.61 -1.44 0.18
O 0.27 -2.07 0.80
O -2.41 -1.86 1.50
H -3.61 -0.05 0.11
H -2.31 0.99 0.72
H -2.20 0.27 -0.91
*
```

Output
* frontier orbital gap (spin up / spin down): 7.76 / 7.76 eV
* SMILES string: CC(=O)N=O.CCC
* E_HOMO (spin up / spin down): -8.97 / -8.96 eV

---

iii.
# C5H11NO2

A 2-piece molecular cluster, C5H11NO2 overall (ωB97M-V with the def2-TZVPD basis set, OMol25).

```
! wB97M-V def2-TZVPD RIJCOSX def2/J DEFGRID3
* xyz 0 1
C -1.02 -0.36 -0.12
C -1.79 0.25 1.03
C 0.87 -1.97 -0.69
C 1.23 0.32 0.30
C 0.33 -0.70 -0.06
N 0.88 1.58 0.19
O 2.50 -0.05 0.62
O -1.06 1.28 -1.33
H 3.10 0.70 0.52
H -1.87 1.76 -1.14
H -1.63 -1.02 -0.73
H -0.08 1.68 -0.54
H 1.50 2.31 0.52
H -2.73 0.70 0.69
H -2.05 -0.56 1.72
H -1.21 0.99 1.57
H 1.32 -2.63 0.06
H 0.06 -2.52 -1.17
H 1.64 -1.77 -1.44
*
```

Output
* frontier orbital gap: 8.26 eV
* E_HOMO: -7.66 eV

---

Relative energies, unit kJ/mol: i 0.0; ii 231.8; iii 29.3

---

i.
# C5H11NO2

One molecule with the formula C5H11NO2 (ωB97M-V with the def2-TZVPD basis set, OMol25).

```
! wB97M-V def2-TZVPD RIJCOSX def2/J DEFGRID3
* xyz 0 1
C -1.10 -0.90 -2.71
C 0.10 -0.51 -1.80
C -0.38 -0.36 -0.36
C 0.60 0.38 0.57
C 0.21 0.16 2.00
O -0.28 1.32 2.54
O 0.24 -0.86 2.63
N 0.80 0.66 -2.24
H -1.95 -1.25 -2.12
H -1.45 -0.02 -3.23
H -0.78 -1.61 -3.46
H 0.82 -1.33 -1.87
H -1.35 0.14 -0.32
H -0.53 -1.35 0.07
H 0.64 1.45 0.36
H 1.60 0.02 0.40
H -0.57 1.13 3.46
H 1.45 0.61 -3.01
H 0.37 1.57 -2.20
*
```

Output
* frontier orbital gap: 9.84 eV
* SMILES string: C[C@@H](N)CCC(=O)O
* E_HOMO: -8.99 eV

---

ii.
# C5H11NO2

A 2-piece molecular cluster, C5H11NO2 overall (ωB97M-V with the def2-TZVPD basis set, OMol25).

```
! wB97M-V def2-TZVPD RIJCOSX def2/J DEFGRID3
* xyz 0 1
C -2.05 -0.11 0.45
C -1.88 -1.01 -0.76
O -3.34 0.78 0.17
H -3.15 1.32 -0.61
H -1.43 0.75 0.70
H -2.42 -0.65 1.32
H -1.41 -0.47 -1.59
H -2.84 -1.40 -1.07
H -1.30 -1.89 -0.51
C 3.03 0.11 0.63
C 1.63 0.25 0.13
C 1.29 0.80 -1.05
N 0.56 -0.26 0.90
O 0.83 -0.65 2.03
H 3.28 0.96 1.28
H 3.74 0.09 -0.20
H 3.14 -0.81 1.21
H 0.27 1.01 -1.30
H 2.05 1.18 -1.73
*
```

Output
* frontier orbital gap: 8.23 eV
* SMILES string: C=C(C)N=O.CCO
* E_HOMO: -9.13 eV

---

Relative energies, unit kJ/mol: i 0.0; ii 438.5